No. 1
Computed, not measured: one molecule with the formula C15H15NO4, with ωB97M-V/def2-TZVPD.

```
35
C15H15NO4, DFT ωB97M-V/def2-TZVPD
C -3.96 1.53 -1.07
H -4.42 1.66 -0.08
H -4.29 0.60 -1.52
H -4.23 2.38 -1.70
O -2.55 1.44 -0.94
C -1.95 2.43 -0.31
O -2.51 3.37 0.19
C -0.43 2.25 -0.27
C -0.03 0.87 0.17
C -0.21 -0.24 -0.65
C 0.15 -1.50 -0.22
C 0.70 -1.69 1.05
C 0.88 -0.58 1.87
C 0.52 0.68 1.44
H 0.66 1.53 2.09
H 1.32 -0.70 2.85
N 1.06 -2.96 1.49
C 1.51 -3.98 0.70
C 1.77 -5.07 1.48
C 1.44 -4.70 2.81
C 1.02 -3.41 2.78
H 0.66 -2.78 3.57
H 1.52 -5.33 3.68
H 2.14 -6.01 1.16
H 1.66 -3.85 -0.36
H -0.01 -2.35 -0.86
H -0.63 -0.11 -1.63
C 0.12 2.54 -1.66
O -0.26 2.03 -2.68
O 1.09 3.45 -1.59
C 1.71 3.80 -2.82
H 0.97 4.23 -3.51
H 2.47 4.54 -2.58
H 2.16 2.92 -3.29
H -0.03 3.00 0.41
```

## Properties
Multiplicity: 1
SMILES: COC(=O)C(C(=O)OC)c1ccc(-n2cccc2)cc1
Total energy: -25478.5929 eV
Gap between HOMO and LUMO: 0.3385 hartree
Energy relative to the best compared isomer or geometry (same formula, charge and spin): 25.2 kcal per mole
Highest occupied orbital energy: -8.48 eV

No. 2
Computed, not measured: C15H16AuBrCl2SSi as an isolated structure, with ωB97M-V/def2-TZVPD.

```
37
C15H16AuBrCl2SSi, DFT ωB97M-V/def2-TZVPD
Au -0.26 1.51 0.20
Cl -1.51 -1.04 1.70
C -2.14 -1.88 0.33
C -2.97 -2.96 0.61
C -3.54 -3.67 -0.43
C -3.28 -3.32 -1.74
C -2.45 -2.25 -2.00
Cl -2.19 -1.84 -3.67
C -1.84 -1.50 -0.98
S -0.78 -0.15 -1.45
H -3.17 -3.21 1.64
H -4.19 -4.51 -0.21
H -3.72 -3.85 -2.57
Br 1.81 6.39 4.35
C 1.22 5.01 3.17
C 1.10 3.72 3.64
C 0.67 2.72 2.77
C 0.35 2.99 1.43
C 0.49 4.31 1.01
C 0.92 5.32 1.86
H 1.35 3.49 4.67
H 0.59 1.72 3.16
H 0.25 4.58 -0.02
H 1.01 6.34 1.50
C 1.66 -1.60 0.31
Si 1.21 -1.14 -1.42
C 1.08 -2.65 -2.51
C 2.29 0.17 -2.18
H 2.66 -2.05 0.31
H 0.97 -2.35 0.71
H 1.66 -0.74 0.98
H 2.05 -3.17 -2.49
H 0.84 -2.40 -3.54
H 0.33 -3.35 -2.14
H 3.31 -0.18 -2.29
H 2.30 1.06 -1.54
H 1.91 0.46 -3.16
```

## Properties
Multiplicity: 1
Total energy: -133308.9890 eV
Gap between HOMO and LUMO: 0.3114 hartree
Energy relative to the best compared isomer or geometry (same formula, charge and spin): 0.3 kcal per mole
Highest occupied orbital energy: -8.21 eV

No. 3
Computed, not measured: C15H16BNO2RhS4Si as an isolated structure, with ωB97M-V/def2-TZVPD.

```
41
C15H16BNO2RhS4Si, DFT ωB97M-V/def2-TZVPD
Rh -0.77 2.39 0.00
S -1.46 6.80 0.78
C -1.18 5.26 0.28
S 0.38 4.52 0.09
S -2.37 4.05 -0.12
C 0.30 -3.18 -0.04
Si -1.56 -3.12 -0.05
C -2.19 -4.00 -1.59
C -2.21 -4.03 1.47
C -2.33 -1.40 -0.03
C -3.72 -1.33 -0.03
C -4.39 -0.11 0.00
C -3.64 1.04 0.01
N -2.31 1.01 0.00
C -1.66 -0.17 -0.01
S 0.05 0.12 0.03
H 0.61 -4.23 -0.05
H 0.72 -2.70 0.85
H 0.73 -2.68 -0.91
H -1.83 -5.03 -1.63
H -1.85 -3.48 -2.49
H -3.29 -4.03 -1.62
H -1.84 -5.06 1.48
H -3.30 -4.07 1.48
H -1.87 -3.54 2.38
H -4.31 -2.25 -0.04
H -5.47 -0.06 0.01
H -4.09 2.03 0.04
O 2.08 2.39 -1.16
B 1.26 2.37 -0.02
O 2.07 2.21 1.13
C 3.35 2.12 0.67
C 4.51 1.96 1.39
C 5.70 1.90 0.66
C 5.71 2.01 -0.72
C 4.53 2.18 -1.44
C 3.36 2.23 -0.72
H 4.49 1.88 2.47
H 6.64 1.77 1.19
H 6.65 1.96 -1.25
H 4.52 2.27 -2.52
```

## Properties
Multiplicity: 1
Charge: -1
Total energy: -76309.5182 eV
Gap between HOMO and LUMO: 0.2501 hartree
Energy relative to the best compared isomer or geometry (same formula, charge and spin): 22.3 kcal per mole
Highest occupied orbital energy: -4.35 eV